1.
The following is a quantum chemistry calculation of a molecular structure, C10H9CrN6O8S, from OMol25.

Structure (XYZ):
```
35
Properties=species:S:1:pos:R:3:forces:R:3:mulliken_spin:R:1
Cr 1.447835 -0.396518 0.336216 0.511 0.462 0.150 3.943
C -2.437609 3.534534 1.331183 0.015 -0.026 -0.013 0.003
C -1.183116 3.189240 2.041731 0.041 -0.191 -0.176 -0.004
N -0.725291 3.773157 3.093868 0.183 -0.082 0.065 0.001
N 0.443429 3.099266 3.360018 0.028 0.265 0.359 0.006
C 0.733844 2.101882 2.508696 -0.043 0.007 -0.050 -0.015
S 2.033651 1.080854 2.502384 -0.025 0.070 0.147 0.027
N -0.336583 2.167731 1.644476 -0.190 0.000 -0.187 -0.016
N -0.470762 1.314562 0.565542 0.110 0.043 0.104 0.018
H -2.920662 4.359273 1.849062 0.026 -0.014 0.004 0.000
H -3.118060 2.682268 1.306398 0.000 0.001 0.002 0.000
H -2.232772 3.831697 0.301784 0.001 0.001 -0.001 0.000
H 1.004959 3.348695 4.153426 -0.001 0.019 -0.004 0.001
H -0.422670 1.810369 -0.314321 0.046 -0.010 -0.057 -0.001
H -1.289231 0.728437 0.654103 -0.035 -0.043 -0.030 0.000
O -2.450885 -4.494446 -0.875289 -0.041 -0.110 -0.153 0.000
C -2.021499 -3.986136 -2.015412 0.019 0.221 0.032 -0.001
O -2.360898 -4.416531 -3.093044 0.006 -0.095 -0.035 0.000
C -1.111396 -2.808942 -1.922695 -0.149 -0.168 -0.043 -0.001
C -0.576462 -2.153537 -3.010953 -0.099 -0.066 -0.116 0.008
N 0.145805 -1.128931 -2.532223 0.172 0.175 -0.325 0.007
N 0.123690 -1.082242 -1.203992 -0.117 0.050 -0.227 0.027
C -0.618986 -2.095885 -0.810947 -0.102 -0.334 0.490 0.018
C -0.678666 -2.321304 0.687147 0.001 0.220 -0.274 -0.031
O -1.494959 -3.144395 1.121041 -0.092 -0.173 0.074 0.015
O 0.121512 -1.605744 1.354404 -0.128 -0.261 0.085 -0.011
H -2.095183 -3.996164 -0.075717 0.022 0.076 0.137 -0.001
H -0.679671 -2.359160 -4.064120 0.027 0.006 0.068 0.002
H 0.749573 -0.483671 -3.020113 -0.034 0.008 0.012 -0.001
O 5.175717 -1.155068 -0.993400 0.056 -0.022 -0.085 0.011
C 4.071592 -0.757987 -0.684522 -0.257 0.130 0.324 0.005
O 3.252297 -1.314398 0.153293 0.165 -0.012 -0.159 0.017
C 3.503595 0.580673 -1.316802 -0.366 -0.194 0.104 0.002
O 4.130231 1.234067 -2.120519 0.097 0.049 -0.063 0.010
O 2.287630 0.864352 -0.910701 0.153 -0.002 -0.160 -0.037
```
Forces are in eV/Å.

Results
Kohn-Sham gap (spin up / spin down), eV: 5.84 / 7.25
Net charge: -1
<S²>: 6.01
Energy relative to the best compared isomer or geometry (same formula, charge and spin), kJ/mol: 110.49
LUMO (spin up / spin down), eV: 1.93 / 1.92
2S+1: 5

2.
The following is a quantum chemistry calculation of a molecular structure, C7H7BrN6 in a non-equilibrium geometry, from OMol25.

Structure (XYZ):
```
21
Properties=species:S:1:pos:R:3:forces:R:3:mulliken_charge:R:1
C 1.328609 2.755833 0.763298 -0.608 -1.004 0.472 -0.096
C 1.884472 1.470771 0.739721 -0.915 0.725 -0.355 -0.081
C 0.005884 -0.349145 0.999175 0.434 0.926 -2.673 -0.536
C -1.073246 -0.050239 0.216942 0.879 -0.491 0.953 0.735
C 1.397635 0.348923 -0.098737 -4.028 -0.019 2.749 1.747
C -2.548539 -0.370159 0.301685 0.731 3.065 -0.251 -0.914
C 2.478893 -0.557871 -0.482709 1.534 -2.316 -2.535 -1.428
N 2.200508 3.695808 0.911934 0.573 1.875 0.532 -0.150
N 2.962135 1.316902 1.468599 -0.669 -1.398 -0.694 0.041
N 3.389338 3.515471 1.413876 -0.226 -0.890 -0.078 -0.302
N 3.607761 2.298000 1.914151 2.087 1.991 1.145 -0.575
N -0.753992 0.646621 -0.985318 3.962 0.762 0.855 -0.256
N 0.505236 0.886281 -1.052624 -2.063 -0.205 -2.400 -0.446
Br 0.024471 -1.243230 2.645651 0.153 0.383 -0.674 -0.074
H 0.285033 3.052766 0.841280 0.038 -0.269 -0.785 0.401
H -2.493097 -1.361501 0.639204 -1.216 -1.444 0.606 0.374
H -2.899275 -0.226768 -0.777643 -0.040 -0.427 1.794 0.288
H -3.029222 0.407984 1.040927 0.512 -1.857 -1.449 0.228
H 3.211102 -0.425669 0.280906 0.520 -0.798 0.729 0.448
H 3.140147 -0.529457 -1.455260 -1.832 1.225 1.373 0.290
H 2.103024 -1.584181 -0.605057 0.172 0.169 0.686 0.306
```
Forces are in eV/Å.

Results
Kohn-Sham gap, eV: 8.71
Energy relative to the best compared isomer or geometry (same formula, charge and spin), kJ/mol: 163.85
LUMO, eV: -0.89
2S+1: 1